1.
Computed, not measured: C6H7NS as an isolated structure, with ωB97M-V/def2-TZVPD.

Properties
Gap between HOMO and LUMO   8.63 eV
E_HOMO   -7.6684 eV
Spin multiplicity   1
Total energy   -18659.37756 eV
LUMO level   0.96 eV

Element x y z (Å)
1 C 2.252 0.838 -0.176
2 C 0.905 0.679 -0.810
3 C -1.164 0.651 0.068
4 C -2.215 -0.019 0.641
5 C -0.560 -1.495 0.177
6 C -0.139 -0.268 -0.220
7 H 2.183 0.934 0.913
8 H 2.785 1.717 -0.611
9 H 2.896 -0.037 -0.406
10 H 0.953 0.512 -1.885
11 H -3.150 0.348 1.034
12 H -2.423 -2.121 1.019
13 H -0.151 -2.491 0.136
14 N -1.856 -1.338 0.666
15 S -0.316 2.090 -0.543

Table of Löwdin atomic charges, one value per atom, all in e:
1 C -0.123
2 C -0.523
3 C -0.509
4 C -0.113
5 C -0.064
6 C -0.295
7 H 0.082
8 H 0.084
9 H 0.085
10 H 0.101
11 H 0.107
12 H 0.159
13 H 0.107
14 N -0.004
15 S 0.905

---

2.
Computed, not measured: a single C6H7P molecule, with ωB97M-V/def2-TZVPD.

Properties
SMILES   C=C/C(C)=C1C=P/1
Gap between HOMO and LUMO   6.90 eV
E_HOMO   -7.3238 eV
Spin multiplicity   1
Total energy   -15620.06899 eV
LUMO level   -0.42 eV

Element x y z (Å)
1 C 1.586 1.145 1.330
2 C 1.301 0.382 0.267
3 C -0.009 -0.035 -0.100
4 C -1.258 0.596 0.554
5 C -0.195 -0.909 -1.142
6 C -1.102 -1.785 -1.836
7 P 0.436 -2.099 -2.429
8 H 2.564 1.381 1.592
9 H 0.804 1.369 2.100
10 H 2.219 -0.140 -0.112
11 H -1.241 1.547 -0.051
12 H -0.971 0.730 1.539
13 H -2.025 -0.094 0.351
14 H -2.108 -2.087 -2.063

Table of Löwdin atomic charges, one value per atom, all in e:
1 C -0.001
2 C -0.186
3 C -0.346
4 C -0.025
5 C -0.468
6 C -0.376
7 P 0.965
8 H 0.021
9 H 0.066
10 H 0.117
11 H 0.114
12 H 0.025
13 H 0.056
14 H 0.039

---

3.
Computed, not measured: a 2-piece molecular cluster, C6H8 overall, with ωB97M-V/def2-TZVPD.

Properties
SMILES   C1=C[C@@H]2CC2=C1.[H][H]
Gap between HOMO and LUMO   9.22 eV
E_HOMO   -8.5927 eV
Spin multiplicity   1
Total energy   -6347.23576 eV
LUMO level   0.62 eV

Element x y z (Å)
1 C 1.265 -0.202 0.810
2 C 0.898 0.923 0.093
3 C -0.418 0.739 -0.471
4 C -1.815 0.222 0.241
5 C -0.753 -0.653 -0.117
6 C 0.208 -1.141 0.753
7 H 2.179 -0.312 1.387
8 H 1.572 1.727 -0.191
9 H -0.675 1.197 -1.421
10 H -2.068 0.354 1.291
11 H -2.601 0.487 -0.464
12 H 0.094 -2.013 1.386
13 H 1.178 -0.491 -1.769
14 H 0.569 -0.932 -1.790

Table of Löwdin atomic charges, one value per atom, all in e:
1 C -0.108
2 C -0.097
3 C -0.251
4 C 0.014
5 C -0.267
6 C -0.081
7 H 0.099
8 H 0.102
9 H 0.133
10 H 0.106
11 H 0.097
12 H 0.105
13 H 0.076
14 H 0.072

---

4.
Computed, not measured: a 2-piece molecular cluster, C6H8 overall, with ωB97M-V/def2-TZVPD.

Properties
SMILES   C1=CC1.C=C=C
Gap between HOMO and LUMO   10.40 eV
E_HOMO   -9.2330 eV
Spin multiplicity   1
Total energy   -6346.84276 eV
LUMO level   1.17 eV

Element x y z (Å)
1 C 0.313 -1.531 0.288
2 C 0.837 -1.336 -0.877
3 C 1.618 -0.791 0.285
4 H -0.470 -1.945 0.901
5 H 0.784 -1.467 -1.946
6 H 2.520 -1.310 0.619
7 H 1.640 0.289 0.475
8 C -0.603 1.619 -1.104
9 C -1.093 1.259 0.050
10 C -1.499 0.745 1.180
11 H -0.716 2.599 -1.556
12 H -0.015 0.873 -1.639
13 H -0.888 0.812 2.076
14 H -2.428 0.186 1.248

Table of Löwdin atomic charges, one value per atom, all in e:
1 C -0.091
2 C -0.095
3 C -0.165
4 H 0.094
5 H 0.094
6 H 0.071
7 H 0.071
8 C 0.004
9 C -0.195
10 C -0.025
11 H 0.059
12 H 0.045
13 H 0.069
14 H 0.065

---

5.
Computed, not measured: a single C6H8 molecule, with ωB97M-V/def2-TZVPD.

Properties
SMILES   C#CC(=C)CC
Gap between HOMO and LUMO   10.27 eV
E_HOMO   -9.1802 eV
Spin multiplicity   1
Total energy   -6348.32824 eV
LUMO level   1.09 eV

Element x y z (Å)
1 C -0.294 2.102 -1.753
2 C 0.287 1.127 -1.328
3 C 0.530 -0.105 -0.688
4 C 0.650 -1.272 -1.197
5 C 0.448 0.175 0.804
6 C -0.742 -0.598 1.530
7 H -0.662 3.046 -2.016
8 H 0.416 -1.444 -2.243
9 H 0.715 -2.130 -0.555
10 H 0.381 1.215 1.104
11 H 1.452 -0.087 1.063
12 H -0.653 -1.629 1.754
13 H -1.657 -0.261 1.050
14 H -0.870 -0.140 2.475

Table of Löwdin atomic charges, one value per atom, all in e:
1 C 0.142
2 C -0.105
3 C -0.395
4 C 0.056
5 C -0.182
6 C -0.062
7 H 0.015
8 H 0.082
9 H 0.074
10 H 0.104
11 H 0.099
12 H 0.053
13 H 0.078
14 H 0.042

---

6.
Computed, not measured: a single C6H8 molecule, with ωB97M-V/def2-TZVPD.

Properties
SMILES   C#CC(=C)CC
Gap between HOMO and LUMO   10.07 eV
E_HOMO   -9.0449 eV
Spin multiplicity   1
Total energy   -6349.17884 eV
LUMO level   1.03 eV

Element x y z (Å)
1 C 2.980 -0.298 -0.559
2 C 1.781 -0.165 -0.569
3 C 0.345 -0.114 -0.505
4 C -0.368 -1.024 -1.178
5 C -0.307 0.926 0.388
6 C -1.514 0.335 1.121
7 H 4.038 -0.438 -0.563
8 H 0.107 -1.716 -1.862
9 H -1.444 -1.108 -1.054
10 H 0.422 1.317 1.104
11 H -0.600 1.779 -0.238
12 H -1.283 -0.702 1.378
13 H -1.746 0.872 2.043
14 H -2.411 0.336 0.493

Table of Löwdin atomic charges, one value per atom, all in e:
1 C 0.124
2 C -0.113
3 C -0.347
4 C 0.064
5 C -0.215
6 C -0.116
7 H 0.025
8 H 0.072
9 H 0.065
10 H 0.108
11 H 0.117
12 H 0.077
13 H 0.069
14 H 0.071